Record 1
DFT (ωB97M-V with the def2-TZVPD basis set) results for the molecule C19H22N4O3S2.

Geometry as XYZ:
```
50
Properties=species:S:1:pos:R:3:forces:R:3:lowdin_charge:R:1
C -6.672396 -4.403000 -0.149158 -0.073 0.223 -0.129 -0.11
C -6.242362 -3.095943 -0.804085 0.267 -0.160 0.100 -0.27
C -4.762776 -2.809053 -0.555580 -0.163 0.222 -0.187 -0.21
H -4.165967 -3.643056 -0.931422 0.040 -0.056 0.009 0.12
C -4.282647 -1.527080 -1.241130 0.343 -0.517 0.039 -0.24
N -4.887923 -0.313704 -0.737875 0.058 0.497 0.767 -0.14
S -4.309537 0.274089 0.719826 -0.218 0.005 -0.447 0.65
O -5.304811 1.192627 1.189601 -0.045 0.147 -0.200 -0.29
O -3.890755 -0.783846 1.600155 0.282 0.074 -0.219 -0.30
C -2.869003 1.161000 0.160115 -0.326 -0.474 0.288 -0.29
C -1.621778 0.736324 0.562408 0.083 -0.148 0.136 0.02
C -0.547508 1.469220 0.086943 -0.538 0.529 -0.377 -0.17
N 0.806425 1.368017 0.279662 -0.055 0.036 0.016 0.14
C 1.358611 2.393782 -0.432358 -0.153 -0.145 0.162 -0.66
N 0.492443 3.134763 -1.062341 0.470 0.388 -0.194 0.11
C -0.727530 2.590891 -0.766167 -0.030 -0.785 0.477 -0.23
C -2.004884 2.989166 -1.152269 -0.051 -0.149 0.117 0.01
C -3.070711 2.256944 -0.674155 -0.058 0.291 -0.177 -0.07
H -4.087110 2.515486 -0.921874 -0.101 0.123 -0.122 0.11
H -2.138483 3.843215 -1.795109 -0.051 0.105 -0.077 0.11
S 3.070781 2.705753 -0.514423 0.396 0.028 0.246 1.00
C 3.632847 1.972814 1.079125 -0.340 0.116 -0.546 -0.35
H 2.899406 2.219080 1.845586 0.131 -0.091 0.027 0.09
H 4.580498 2.459029 1.303162 -0.005 0.019 0.031 0.08
C 3.775901 0.466418 0.934715 0.029 0.595 0.122 -0.53
O 2.860314 -0.280679 1.232474 -0.106 -0.283 0.080 0.04
N 4.964055 0.087981 0.424969 0.398 0.164 -0.050 0.13
C 5.429442 -1.202125 0.120800 0.060 -0.384 -0.094 -0.21
C 6.685727 -1.303536 -0.472071 -0.097 0.025 0.039 -0.03
C 7.206100 -2.542987 -0.789706 -0.001 0.017 0.006 -0.09
C 6.480603 -3.691653 -0.518829 0.017 -0.115 -0.018 -0.09
C 5.232664 -3.590129 0.071052 0.146 0.007 -0.062 -0.07
C 4.701045 -2.354043 0.393964 -0.198 0.062 0.099 -0.01
H 3.730392 -2.281118 0.853901 -0.017 0.012 0.004 0.10
H 4.662430 -4.481209 0.285313 -0.057 -0.067 0.023 0.11
H 6.887753 -4.659817 -0.766785 0.036 -0.083 -0.023 0.10
H 8.180400 -2.611144 -1.249595 0.077 0.004 -0.037 0.10
H 7.252183 -0.407296 -0.684597 0.067 0.095 -0.027 0.11
H 5.607377 0.827246 0.172966 -0.202 -0.088 0.114 0.14
H 1.302071 0.642561 0.792980 0.121 0.059 -0.076 0.12
H -1.520697 -0.114690 1.216094 0.035 -0.119 0.093 0.12
H -5.896173 -0.324898 -0.742715 -0.204 0.186 0.171 0.10
H -4.476740 -1.576224 -2.318130 0.109 0.034 0.080 0.12
H -3.207257 -1.407741 -1.088611 0.048 -0.119 -0.216 0.11
H -4.580613 -2.712604 0.515422 0.042 -0.126 -0.035 0.10
H -6.848404 -2.282427 -0.398231 -0.070 0.041 -0.050 0.10
H -6.427814 -3.147871 -1.880572 -0.053 0.071 -0.033 0.11
H -6.505498 -4.359123 0.924370 0.002 -0.053 0.128 0.07
H -7.728641 -4.591914 -0.326617 -0.087 -0.098 0.036 0.07
H -6.101601 -5.237474 -0.550856 0.042 -0.115 -0.011 0.07
```
Forces are in eV/Å.

Computed properties:
Charge: 0
E_HOMO, eV: -8.46
Relative energy (zero: lowest compared OMol25 entry of this formula, charge and spin), eV: 0.086
SMILES string: CCCCNS(=O)(=O)c1ccc2nc(SCC(=O)Nc3ccccc3)[nH]c2c1
Frontier orbital gap, eV: 8.60

Record 2
DFT (ωB97M-V with the def2-TZVPD basis set) results for an isolated ion of composition C19H22NO4S2 and charge +1 in a non-equilibrium geometry.

Geometry as XYZ:
```
48
Properties=species:S:1:pos:R:3:forces:R:3:lowdin_charge:R:1
C -4.898583 -1.280627 1.125422 -0.255 -0.422 0.653 0.02
N -4.254387 -0.531441 0.028192 -0.027 0.024 -0.060 -0.23
C -5.357867 -0.202877 -0.906412 -0.668 0.366 -0.855 0.04
H -4.996620 0.352342 -1.767766 -0.038 -0.150 0.253 0.11
H -6.103158 0.395545 -0.385980 0.069 -0.044 0.144 0.12
H -5.822845 -1.125081 -1.249456 0.075 -0.081 0.123 0.12
C -3.143531 -1.290573 -0.650787 0.650 -0.441 -0.489 -0.13
C -2.351554 -0.214350 -1.393220 0.255 -0.400 0.616 -0.15
C -2.592654 1.038451 -0.676974 0.243 -0.280 0.685 -0.16
H -1.855447 1.816144 -0.546430 0.100 0.037 0.024 0.17
O -3.090503 0.823515 -1.959129 -0.853 0.556 -1.230 0.04
C -3.517266 0.696405 0.490709 0.422 0.844 0.206 -0.14
H -4.229717 1.482878 0.746302 -0.110 -0.159 -0.020 0.17
C -2.608862 0.345662 1.674447 0.173 -0.087 -0.154 -0.03
H -3.186543 0.100862 2.563819 0.014 0.022 -0.006 0.13
H -2.014721 1.229201 1.915288 -0.071 0.003 0.038 0.15
C -1.621185 -0.782699 1.325419 -0.015 -0.375 0.401 -0.23
H -1.238815 -1.254811 2.239405 -0.153 0.108 -0.167 0.17
C -2.202807 -1.876959 0.403832 0.129 0.174 -0.014 -0.03
H -2.687307 -2.658208 0.986933 0.023 -0.018 -0.029 0.13
H -1.367320 -2.355887 -0.110877 -0.101 -0.045 0.020 0.14
O -0.521540 -0.146075 0.670512 -0.207 0.153 0.062 0.00
C 0.615908 -0.841300 0.548735 0.000 0.046 -0.150 -0.43
O 0.811011 -1.902240 1.061951 -0.157 -0.128 0.139 0.11
C 1.538276 -0.106075 -0.437576 0.097 0.009 0.048 -0.44
C 1.455868 1.374699 -0.189415 0.124 0.191 0.222 -0.48
C 1.022223 2.349875 -1.033045 0.085 -0.409 0.070 -0.11
C 1.070359 3.636112 -0.446727 0.033 0.219 0.161 -0.17
C 1.530347 3.610621 0.828102 -0.014 -0.229 0.202 -0.39
S 1.919655 2.017215 1.349470 -0.076 0.224 -0.536 1.09
H 1.676317 4.431217 1.501395 0.020 0.221 0.119 0.07
H 0.781234 4.534303 -0.961134 -0.017 0.202 -0.057 0.11
H 0.686736 2.163453 -2.037470 -0.058 -0.104 -0.176 0.12
C 2.949733 -0.595245 -0.363292 -0.068 -0.351 0.114 -0.46
C 4.068919 0.120786 -0.681485 -0.237 -0.055 0.051 -0.11
C 5.248519 -0.643917 -0.584268 0.154 -0.102 -0.060 -0.17
C 5.002601 -1.926017 -0.211058 -0.393 -0.127 -0.026 -0.38
S 3.334716 -2.232205 0.042486 0.580 0.304 -0.130 1.11
H 5.709153 -2.717101 -0.058429 0.200 -0.155 0.043 0.07
H 6.228819 -0.253011 -0.784716 0.200 0.039 -0.014 0.11
H 4.052078 1.157188 -0.969919 -0.059 0.199 0.004 0.12
O 0.922234 -0.442410 -1.686609 -0.133 0.058 -0.157 0.02
H 1.575253 -0.316197 -2.387050 0.066 -0.077 0.090 0.13
H -1.409755 -0.477254 -1.854270 0.048 0.006 0.012 0.16
H -3.563226 -2.064368 -1.296016 -0.157 0.060 0.104 0.18
H -5.667693 -0.656915 1.578101 0.048 0.061 -0.085 0.13
H -5.370112 -2.173311 0.717783 0.048 0.055 -0.087 0.13
H -4.200770 -1.581686 1.896877 0.010 0.058 -0.101 0.10
```
Forces are in eV/Å.

Computed properties:
Charge: +1
E_HOMO, eV: -11.04
SMILES string: C[N+]1(C)[C@@H]2C[C@@H](OC(=O)C(O)(c3cccs3)c3cccs3)C[C@H]1[C@@H]1O[C@@H]12
Frontier orbital gap, eV: 8.66

Record 3
DFT (ωB97M-V with the def2-TZVPD basis set) results for C19H23AuN3O2SSi as an isolated structure in a non-equilibrium geometry.

Geometry as XYZ:
```
50
Properties=species:S:1:pos:R:3:forces:R:3:lowdin_charge:R:1
Au 0.023300 -0.014100 0.004000 -2.634 -2.837 0.068 1.04
C -6.557600 -0.033000 1.601300 0.241 -0.265 -0.775 -0.16
Si -5.643900 -0.465000 -0.020300 -0.523 0.321 -0.018 0.59
C -6.568200 -0.033200 -1.632000 0.252 -0.276 0.771 -0.16
C -5.153500 -2.293900 -0.006600 0.180 0.711 -0.021 -0.20
C -4.185200 0.781300 0.008300 0.188 -0.838 0.004 -0.23
C -4.473000 2.139300 0.022600 0.133 -0.095 0.015 -0.06
C -3.468100 3.085600 0.158300 0.187 -0.186 0.039 -0.02
C -2.164600 2.635900 0.287900 -0.131 0.783 -0.006 -0.11
N -1.868300 1.350000 0.234300 0.529 -1.292 -0.135 -0.06
C -2.834600 0.440200 0.081700 -0.819 1.251 0.067 -0.72
S -2.181700 -1.153000 -0.054700 2.382 0.212 0.079 0.85
H -7.466700 -0.616600 1.694900 -0.222 -0.135 0.015 0.03
H -6.831700 1.015000 1.665500 -0.038 0.204 -0.090 0.03
H -5.936100 -0.257700 2.464100 0.179 -0.083 0.064 0.04
H -7.474800 -0.621900 -1.712800 -0.239 -0.132 -0.033 0.03
H -5.955200 -0.255700 -2.500900 0.179 -0.084 -0.074 0.03
H -6.849600 1.013000 -1.692700 -0.039 0.203 0.088 0.03
H -6.046000 -2.910900 0.008100 -0.246 -0.041 0.001 0.04
H -4.564100 -2.555100 0.865400 0.060 -0.044 0.278 0.02
H -4.578100 -2.574600 -0.881400 0.058 -0.062 -0.287 0.02
H -5.501400 2.451100 -0.078600 -0.139 0.155 0.043 0.11
H -3.689200 4.140500 0.170900 0.057 0.090 0.052 0.12
H -1.348500 3.324300 0.433900 0.153 0.078 -0.020 0.10
C 4.556000 -0.158300 -0.001800 -0.097 0.269 0.100 0.00
C 3.189900 -0.742500 0.247400 0.638 -0.344 -0.175 -0.36
O 2.292200 0.006600 0.645100 0.029 0.338 0.237 -0.09
C 3.028100 -2.167600 0.044800 -1.136 -0.042 -0.197 -0.10
C 4.140200 -3.013300 -0.013200 0.096 -0.618 0.108 -0.03
C 4.009000 -4.385000 -0.034100 0.149 0.230 0.026 -0.07
C 2.733900 -4.963500 -0.004100 0.214 0.245 -0.041 -0.06
C 1.619900 -4.174000 -0.004500 -0.499 0.822 0.041 0.01
C 1.712400 -2.743300 -0.035500 2.770 -0.938 0.559 -0.33
O 0.635000 -2.098100 -0.194000 -2.632 2.166 -0.576 -0.17
H 4.478700 0.924000 -0.063300 -0.032 0.027 0.026 0.09
H 4.987500 -0.544600 -0.921900 0.050 -0.033 0.016 0.10
H 5.215200 -0.407500 0.829800 0.085 -0.031 -0.005 0.10
H 5.132000 -2.593000 0.009600 0.103 0.059 0.011 0.11
H 4.888300 -5.009500 -0.043700 0.063 -0.038 -0.007 0.11
H 2.630200 -6.038600 0.022900 -0.033 -0.057 -0.049 0.12
H 0.620500 -4.580400 -0.020500 -0.057 -0.137 0.019 0.12
N 1.482400 2.664200 0.746700 0.137 0.267 0.195 0.00
C 1.718100 3.967900 0.541400 -0.121 0.191 -0.202 -0.07
C 1.224400 4.272100 -0.709600 0.066 -0.003 0.142 -0.05
C 0.709100 3.066700 -1.195500 0.205 0.211 0.190 -0.15
N 0.883300 2.105600 -0.302400 0.119 -0.289 -0.284 -0.12
H 1.755300 2.086800 1.527800 0.101 -0.012 -0.148 0.15
H 2.201600 4.583900 1.272900 0.101 0.055 0.159 0.12
H 1.241900 5.222500 -1.201500 0.019 0.173 -0.074 0.10
H 0.223700 2.875700 -2.131200 -0.087 -0.146 -0.195 0.12
```
Forces are in eV/Å.

Computed properties:
Charge: +1
E_HOMO (alpha / beta), eV: -10.70 / -10.69
Relative energy (zero: lowest compared OMol25 entry of this formula, charge and spin), eV: 2.537
Frontier orbital gap (alpha / beta), eV: 4.57 / 4.53

Record 4
DFT (ωB97M-V with the def2-TZVPD basis set) results for a 2-piece molecular cluster, C19H23BF3N3O8S overall in a non-equilibrium geometry.

Geometry as XYZ:
```
58
Properties=species:S:1:pos:R:3:forces:R:3:lowdin_charge:R:1
C -1.853203 2.913505 0.338333 0.167 -0.266 0.009 0.16
C -0.820358 2.747255 -0.241637 -0.125 0.152 -0.072 -0.09
C 0.421496 2.491206 -0.971458 -0.388 -0.216 0.344 -0.09
N 0.747420 1.066418 -0.936567 -0.067 0.607 -0.319 0.08
C 1.480507 0.474127 0.054906 0.796 -0.572 0.458 -0.12
C 2.042663 1.102868 1.264274 -0.349 0.829 -0.677 0.01
B 3.173993 2.210133 1.149214 0.195 -0.158 0.214 -0.62
O 3.474074 2.928739 2.267898 -0.132 0.629 -0.555 0.19
O 3.932761 2.440183 0.001272 -0.291 -0.187 0.209 0.15
C 1.541974 -0.843381 -0.245723 -0.316 0.190 0.096 -0.11
C 2.249689 -1.911673 0.497859 0.270 -0.208 -0.303 -0.11
O 3.608799 -1.902485 0.046300 0.089 0.149 0.032 -0.12
O 4.423978 -2.124062 1.208180 -0.053 -0.226 0.104 -0.01
N 0.791362 -1.019810 -1.390258 0.553 -0.690 -0.183 0.06
C 0.561466 -2.342555 -1.953870 -0.489 -0.358 0.132 -0.07
C -0.404155 -3.237558 -1.130204 0.010 -0.028 0.249 -0.06
C -1.457116 -2.543405 -0.273389 0.006 -0.290 0.292 -0.50
N -1.011019 -1.787992 0.808369 -0.211 0.115 -0.339 0.18
O -2.623610 -2.659292 -0.559294 -0.334 0.361 -0.402 0.08
C 0.334096 0.148686 -1.823163 -0.296 -0.239 0.182 -0.15
C -0.456917 0.378805 -3.059405 -0.107 0.233 -0.344 -0.04
C -1.934418 0.646652 -2.874655 -0.381 0.209 0.062 -0.21
C -2.828532 -0.404314 -2.703774 0.218 -0.140 -0.002 -0.04
C -4.181358 -0.169324 -2.535498 -0.074 0.284 -0.022 -0.06
C -4.664537 1.133874 -2.558922 0.147 -0.222 0.031 -0.07
C -3.786550 2.191449 -2.743519 -0.158 -0.109 -0.094 -0.08
C -2.432844 1.945674 -2.907561 0.110 -0.068 0.013 -0.06
H -2.774659 2.956900 0.865968 -0.048 0.159 0.062 0.05
H 0.343421 2.808031 -2.008305 0.048 0.083 -0.048 0.13
H 1.229275 3.031191 -0.486177 0.143 0.037 -0.120 0.12
H 1.204287 1.525646 1.823758 0.049 -0.089 0.304 0.10
H 2.424463 0.293542 1.882912 0.015 0.069 0.280 0.12
H 2.697351 3.137541 2.797065 0.119 -0.547 0.505 0.11
H 3.472329 3.035938 -0.593745 0.287 0.051 -0.223 0.09
H 1.839286 -2.898366 0.290024 -0.147 -0.051 0.071 0.12
H 2.191424 -1.742658 1.571120 0.018 0.103 0.036 0.10
H 5.214231 -1.621657 0.974001 -0.007 0.106 -0.073 0.10
H 1.517914 -2.849401 -2.039690 0.141 0.087 -0.049 0.13
H 0.157937 -2.236573 -2.953829 0.018 0.128 -0.064 0.11
H 0.150214 -3.912243 -0.477755 0.184 0.067 0.055 0.11
H -0.959020 -3.868450 -1.817615 0.015 -0.051 -0.112 0.12
H -0.700596 -2.306771 1.624766 0.451 0.175 -0.057 0.11
H -1.719560 -1.121643 1.092005 -0.149 -0.217 0.336 0.10
H -0.339461 -0.483693 -3.710052 0.088 -0.061 -0.009 0.12
H -0.016960 1.213225 -3.608085 0.093 0.064 0.026 0.13
H -2.465941 -1.423719 -2.702080 -0.024 -0.047 0.039 0.10
H -4.869506 -0.987691 -2.390128 0.043 -0.144 0.010 0.11
H -5.725000 1.299097 -2.440977 -0.058 0.138 0.020 0.10
H -4.169275 3.200827 -2.778126 0.058 0.103 0.011 0.11
H -1.757714 2.777894 -3.061714 0.021 0.058 -0.022 0.11
C 0.433912 -0.604193 5.778153 0.039 -0.067 0.000 -0.68
F 1.687054 -0.347177 6.170377 0.031 0.007 0.003 0.12
F 0.159420 -1.877015 6.084209 -0.007 -0.045 0.013 0.12
F -0.387937 0.177588 6.483317 -0.029 0.025 0.018 0.13
S 0.234062 -0.304157 3.978294 -0.186 0.180 -0.224 0.48
O 1.187286 -1.215564 3.361207 0.011 0.000 0.044 -0.33
O 0.563061 1.101920 3.842889 0.036 0.005 0.119 -0.32
O -1.150963 -0.632090 3.720501 -0.045 -0.108 -0.065 -0.32
```
Forces are in eV/Å.

Computed properties:
Charge: 0
E_HOMO, eV: -9.09
Frontier orbital gap, eV: 8.88